[1]
# C34H52N7O2PPt

A structure of composition C34H52N7O2PPt (the ωB97M-V functional and the def2-TZVPD basis, the Open Molecules 2025 dataset).

As for the gap between HOMO and LUMO: 8.5 eV. The max |F| comes out at 0.013 hartree/bohr. Its net charge is +2. The LUMO energy comes out at -5.483 eV.

Element x y z (Å)
1 Pt 0.43380 0.75414 2.21708
2 O 0.52764 1.22575 4.22886
3 C 1.76038 1.06846 4.99696
4 C 1.97540 -0.36888 5.41545
5 C 1.79977 -1.34111 4.24461
6 C 2.71753 -0.98132 3.11586
7 C 4.00533 -1.49900 3.06973
8 C 4.86643 -1.13294 2.05295
9 C 4.41434 -0.24506 1.08930
10 C 3.12763 0.23775 1.18251
11 N 2.28548 -0.11935 2.17199
12 H -0.20736 0.87118 4.75061
13 H 1.68224 1.73107 5.85802
14 H 2.53732 1.44462 4.33612
15 H 1.28264 -0.63632 6.21752
16 H 2.98223 -0.44942 5.83120
17 H 0.76030 -1.32899 3.90988
18 H 2.01664 -2.35601 4.57942
19 H 4.31662 -2.19471 3.83728
20 H 5.87100 -1.53189 2.01375
21 H 5.04922 0.07855 0.27696
22 H 2.72625 0.93388 0.46278
23 N -0.70089 -3.32169 2.46892
24 C -1.74563 -2.51698 2.21589
25 N -2.91678 -3.09921 1.99422
26 C -3.93213 -2.25698 1.79807
27 N -5.13537 -2.77314 1.55240
28 N -3.83173 -0.90761 1.83342
29 C -2.61532 -0.45338 2.05456
30 N -1.51624 -1.18254 2.22197
31 C -2.54087 1.05872 2.13633
32 C -3.73042 1.77367 2.12076
33 C -3.71452 3.15445 2.21590
34 C -2.49681 3.80488 2.31975
35 C -1.34573 3.04470 2.32097
36 N -1.36161 1.70672 2.23420
37 H -0.83551 -4.31713 2.42962
38 H 0.22267 -2.93861 2.53696
39 H -5.25693 -3.77086 1.55533
40 H -5.92653 -2.16541 1.43740
41 H -4.65099 1.21720 2.04077
42 H -4.64205 3.71074 2.21172
43 H -2.42875 4.88026 2.39641
44 H -0.36784 3.49957 2.39024
45 O 0.46370 0.85425 0.22423
46 P -0.09233 0.28690 -1.10572
47 C 0.92145 1.08632 -2.38242
48 C 1.24964 2.53939 -1.99394
49 C 1.79931 3.28853 -3.21765
50 C 2.60386 2.36014 -4.13731
51 C 3.28800 1.28067 -3.30890
52 C 2.24212 0.34052 -2.68280
53 C -0.04790 -1.53375 -1.19377
54 C -0.13022 -2.08550 -2.65095
55 C 0.99295 -3.07559 -2.95842
56 C 1.02848 -4.21672 -1.94578
57 C 0.95649 -3.70221 -0.49177
58 C 1.10095 -2.18240 -0.40730
59 C -1.86266 0.70756 -1.20840
60 C -2.17101 2.21493 -1.22765
61 C -2.15841 2.82415 -2.62976
62 C -3.05754 2.05473 -3.59088
63 C -2.66199 0.58313 -3.64173
64 C -2.71618 -0.03616 -2.24880
65 H 0.30378 1.09912 -3.28537
66 H 1.99542 2.51542 -1.19613
67 H 0.38985 3.06653 -1.58128
68 H 2.43257 4.10652 -2.87020
69 H 0.97864 3.74637 -3.77361
70 H 3.33142 2.93375 -4.70962
71 H 1.94576 1.88414 -4.87055
72 H 3.88452 1.75817 -2.52590
73 H 3.98130 0.69658 -3.91399
74 H 2.65118 -0.09644 -1.76841
75 H 2.04245 -0.48278 -3.36652
76 H -0.96595 -1.81638 -0.66068
77 H -0.12841 -1.27995 -3.38872
78 H -1.08253 -2.60291 -2.77938
79 H 1.95744 -2.56490 -2.96617
80 H 0.85152 -3.47212 -3.96429
81 H 1.93582 -4.80099 -2.09817
82 H 0.19357 -4.89335 -2.13543
83 H 1.72358 -4.18056 0.12039
84 H -0.00536 -3.97491 -0.05139
85 H 2.07181 -1.87981 -0.80208
86 H 1.05954 -1.84657 0.63042
87 H -2.16239 0.32044 -0.22610
88 H -1.49439 2.75655 -0.56117
89 H -3.17657 2.33580 -0.81081
90 H -1.14092 2.83388 -3.03184
91 H -2.47160 3.86738 -2.56544
92 H -3.00652 2.49773 -4.58573
93 H -4.09929 2.13399 -3.26376
94 H -1.65645 0.48612 -4.06638
95 H -3.32867 0.03149 -4.30559
96 H -2.47098 -1.09623 -2.27979
97 H -3.74973 0.02124 -1.89118

=====

[2]
# C34H53F12N2O12P

A cluster of 5 separate species, C34H53F12N2O12P in total in a non-equilibrium geometry (the ωB97M-V functional and the def2-TZVPD basis, the Open Molecules 2025 dataset).

As for the gap between HOMO and LUMO: 8.9 eV. The max |F| comes out at 0.042 hartree/bohr. The SMILES is C=CC[C@@H]1NC(=O)[C@@](CN)(CC(C)C)[C@]1(CCOC(=O)CC)P(C)O.CCOC(=O)C(F)(F)F.CCOC(=O)C(F)(F)F.CCOC(=O)C(F)(F)F.CCOC(=O)C(F)(F)F. The LUMO energy comes out at 0.212 eV.

Element x y z (Å)
1 C -1.65520 -5.79621 2.73130
2 C -1.42906 -6.20172 1.47689
3 C -0.33080 -5.59858 0.62874
4 C -0.80239 -4.23940 0.02946
5 N -1.46370 -4.58811 -1.23634
6 C -1.74151 -3.35173 -1.85674
7 O -2.64533 -3.16119 -2.63934
8 C -0.75567 -2.27497 -1.29393
9 C -0.16288 -1.58603 -2.54149
10 N -0.03199 -2.39859 -3.73441
11 C -1.70223 -1.43203 -0.37410
12 C -1.75806 0.07068 -0.63547
13 C -0.51859 0.82422 -0.16409
14 C -2.95708 0.61801 0.17248
15 C 0.21226 -3.15196 -0.42614
16 C 0.99133 -2.33287 0.64031
17 C 1.05688 -2.91864 2.05735
18 O 0.74939 -1.89482 3.02719
19 C 1.74387 -0.96613 3.18873
20 O 1.53064 0.20203 2.92845
21 C 3.10845 -1.41962 3.70518
22 C 3.87309 -0.17101 4.15457
23 P 1.52136 -4.11654 -1.36171
24 C 2.66468 -2.95339 -2.19584
25 O 2.48892 -4.71763 -0.14970
26 H -2.40206 -6.27740 3.34373
27 H -1.12866 -4.96681 3.18194
28 H -2.07575 -6.95660 1.05429
29 H 0.54301 -5.49506 1.26190
30 H -0.03845 -6.29242 -0.15407
31 H -1.57456 -3.90682 0.71526
32 H -0.96969 -5.26803 -1.79368
33 H 0.82085 -1.20819 -2.26258
34 H -0.72356 -0.70279 -2.82001
35 H 0.37864 -3.30735 -3.58173
36 H -0.88378 -2.45081 -4.26564
37 H -1.47259 -1.56331 0.68279
38 H -2.72157 -1.79133 -0.49169
39 H -2.00062 0.31784 -1.66588
40 H -0.50481 0.77432 0.92743
41 H 0.40608 0.35216 -0.49022
42 H -0.55838 1.87496 -0.40838
43 H -3.87637 0.34275 -0.34151
44 H -2.95732 0.24725 1.19264
45 H -2.91547 1.70506 0.14603
46 H 0.59611 -1.32818 0.74079
47 H 2.01823 -2.18858 0.30792
48 H 0.34887 -3.70824 2.25082
49 H 2.05894 -3.30151 2.23353
50 H 2.94561 -2.12195 4.51744
51 H 3.59618 -1.90243 2.86151
52 H 4.77616 -0.42418 4.69659
53 H 3.22320 0.41805 4.79157
54 H 4.08148 0.40492 3.26085
55 H 2.22003 -2.44058 -3.03945
56 H 3.14075 -2.26669 -1.49363
57 H 3.46329 -3.57999 -2.58856
58 H 2.72695 -5.61281 -0.39558
59 C 0.70831 1.74556 6.92712
60 C 1.44343 2.53535 7.98637
61 O 1.22567 1.97802 9.29720
62 C 1.99139 0.94892 9.62278
63 O 2.83358 0.44280 8.94455
64 C 1.67230 0.50240 11.05934
65 F 0.35577 0.45848 11.27582
66 F 2.20697 1.36020 11.93548
67 F 2.17172 -0.70254 11.30042
68 H -0.35206 1.67610 7.17162
69 H 0.81488 2.22489 5.95446
70 H 1.08707 0.72647 6.84863
71 H 1.06371 3.55346 8.03217
72 H 2.51040 2.59218 7.77548
73 C 5.85191 -5.06263 1.08368
74 C 5.78353 -4.23985 -0.18467
75 O 6.94308 -3.39453 -0.31054
76 C 8.02605 -3.96649 -0.81495
77 O 8.13232 -5.10062 -1.17092
78 C 9.15389 -2.92724 -0.92710
79 F 9.23731 -2.17807 0.17488
80 F 8.92511 -2.11373 -1.96390
81 F 10.32456 -3.52058 -1.11441
82 H 5.98617 -4.41478 1.95046
83 H 4.93486 -5.63643 1.21237
84 H 6.69368 -5.75426 1.05776
85 H 4.92752 -3.57093 -0.15029
86 H 5.67632 -4.86990 -1.06723
87 C -5.91223 2.78347 -4.02570
88 C -4.94533 3.72158 -4.71561
89 O -3.86048 4.08455 -3.83305
90 C -2.86563 3.21944 -3.74729
91 O -2.77075 2.17529 -4.31892
92 C -1.78044 3.77080 -2.80907
93 F -2.30724 4.29805 -1.69946
94 F -1.07454 4.73077 -3.41728
95 F -0.94367 2.80593 -2.44671
96 H -6.27194 3.22440 -3.09539
97 H -6.76526 2.58055 -4.67208
98 H -5.43391 1.83599 -3.77732
99 H -5.44015 4.65437 -4.97526
100 H -4.55377 3.28554 -5.63397
101 C -5.02234 10.98956 -6.05522
102 C -4.63131 9.66967 -5.42749
103 O -5.67532 8.68839 -5.58909
104 C -5.70168 8.05433 -6.74972
105 O -4.95747 8.20955 -7.66898
106 C -6.83485 7.01570 -6.74043
107 F -7.95749 7.51102 -6.22001
108 F -6.47598 5.94945 -5.99781
109 F -7.10543 6.58728 -7.96355
110 H -5.97406 11.33618 -5.65187
111 H -4.26042 11.74186 -5.85587
112 H -5.13796 10.89171 -7.13425
113 H -4.50068 9.78233 -4.35374
114 H -3.69624 9.29104 -5.83724